C8H10O3 | ωB97M-V/def2-TZVPD

Values from the calculation:
Orbital gap (alpha / beta): 8.52 / 6.85 eV
HOMO energy (alpha / beta): -0.3012 / -0.2344 Eh

The geometry in ORCA input format:
```
! wB97M-V def2-TZVPD RIJCOSX def2/J DEFGRID3
* xyz 0 1
C -3.59241 -0.95598 -0.47224
C -2.44338 -1.37280 -1.15362
C -3.24819 -0.85046 0.84745
C -1.43515 -1.50335 -0.18129
C 2.52981 1.25024 0.54714
C 1.13573 1.17208 0.15557
C 3.22813 2.56119 0.83076
C -0.12022 -1.90966 -0.26723
O -1.95552 -1.17732 1.04128
O 2.10953 1.02918 -0.79824
O 0.49827 -2.27523 -1.40095
H -4.55623 -0.76024 -0.89549
H -2.34830 -1.55161 -2.20588
H -3.81020 -0.56809 1.71432
H 2.96368 0.37214 1.01459
H 0.42443 1.97836 0.07921
H 3.22371 3.17627 -0.06644
H 4.25916 2.38832 1.13209
H 2.71974 3.10146 1.62769
H 0.50032 -1.96718 0.61070
H -0.08289 -2.13732 -2.15943
*
```

C27H42BrN4O3SW | ωB97M-V/def2-TZVPD

Values from the calculation:
Orbital gap (alpha / beta): 6.69 / 7.89 eV
HOMO energy (alpha / beta): -0.3704 / -0.4004 Eh
Expectation value of S²: 2.012

The geometry in ORCA input format:
```
! wB97M-V def2-TZVPD RIJCOSX def2/J DEFGRID3
* xyz 1 3
W 0.60972 -0.54421 -1.48637
N 3.67100 -0.76247 -3.67382
C 3.10122 0.25030 -4.56395
C 1.59440 0.43054 -4.44853
N 1.00162 0.93154 -3.16088
C 1.79339 2.01401 -2.52437
C 2.98904 1.46735 -1.73093
N 2.69683 0.12705 -1.12411
C -0.38894 1.39446 -3.45978
C -1.30875 0.21850 -3.73972
N -1.32917 -0.69994 -2.55781
H 4.64067 -0.91934 -3.92439
H 3.18349 -1.64361 -3.79671
H 3.25431 0.01146 -5.62252
H 3.61517 1.19949 -4.39664
H 1.11092 -0.51572 -4.68425
H 1.31754 1.15591 -5.22121
H 1.11638 2.52771 -1.84034
H 2.12778 2.73765 -3.27399
H 3.23692 2.17651 -0.94575
H 3.86710 1.35820 -2.35718
H 2.95047 0.12491 -0.14035
H 3.28747 -0.53707 -1.63296
H -0.38806 2.08182 -4.31095
H -0.75285 1.93747 -2.58778
H -0.97969 -0.35855 -4.60129
H -2.30943 0.59514 -3.95171
H -1.55314 -1.64114 -2.87438
H -2.07354 -0.41709 -1.92062
C -4.71980 1.74028 4.05204
C -3.24186 1.57912 4.40442
C -2.79944 2.80121 5.22141
C -3.07638 0.30952 5.25236
C -2.36879 1.45561 3.15932
C -2.87141 1.51897 1.87762
C -2.02200 1.34796 0.79218
Br -2.84133 1.59405 -0.91177
C -0.66323 1.09348 0.92024
O 0.11379 0.81182 -0.16203
C -0.10865 1.16638 2.22506
C -0.98549 1.30956 3.28806
C 1.40360 1.16946 2.49182
C 2.06221 2.24389 1.60995
C 2.02010 -0.21070 2.24948
C 1.74139 1.54847 3.94033
H -5.30472 1.80629 4.96995
H -5.09505 0.88813 3.48185
H -4.90250 2.65171 3.47937
H -3.42177 2.89745 6.11271
H -2.89811 3.71681 4.63558
H -1.76237 2.71826 5.54913
H -3.68791 0.37929 6.15358
H -2.04050 0.16483 5.56198
H -3.38950 -0.57474 4.69424
H -3.91989 1.69793 1.69196
H -0.57509 1.33083 4.28523
H 1.78767 2.14064 0.56401
H 3.15051 2.18824 1.70661
H 1.75287 3.23798 1.93690
H 1.78934 -0.61657 1.26840
H 1.63848 -0.93204 2.97356
H 3.10633 -0.16321 2.37052
H 1.31379 2.51162 4.22130
H 2.82639 1.62695 4.03003
H 1.41508 0.79365 4.65655
O 0.12291 -2.92878 -4.36177
C 0.43663 -2.93646 -3.19229
O 1.21671 -1.95865 -2.70516
C -0.00026 -3.98250 -2.23673
C -0.31135 -5.22431 -2.80263
C -0.71004 -6.28539 -2.01875
C -0.82189 -6.10589 -0.64420
C -0.54085 -4.87938 -0.07530
C -0.12532 -3.79710 -0.85696
S 0.16346 -2.30903 0.05610
H -0.22277 -5.32851 -3.87543
H -0.93409 -7.24221 -2.46919
H -1.13589 -6.92539 -0.01125
H -0.64491 -4.74039 0.99288
*
```

C4H7N3O2 | ωB97M-V/def2-TZVPD

Values from the calculation:
Orbital gap: 9.27 eV
HOMO energy: -0.3378 Eh

The geometry in ORCA input format:
```
! wB97M-V def2-TZVPD RIJCOSX def2/J DEFGRID3
* xyz 0 1
C -1.61919 1.98332 0.35430
C -0.61433 0.71504 -0.07660
C -0.95897 -1.98661 -0.02688
C 1.76766 0.24110 -0.37828
H -2.14318 2.19991 -0.90990
H -2.59231 1.29103 0.88156
H -1.08610 2.88897 1.12300
H -2.18677 -0.53507 -0.39686
H 0.10741 -2.14836 0.09747
H 2.56480 0.69717 -1.08594
H 4.00344 -1.53243 0.69460
N -1.31800 -0.53522 -0.18127
N 0.53995 1.10837 -0.41456
N 2.02608 -0.87125 0.31934
O -1.96134 -2.75905 -0.06199
O 3.47086 -0.75691 0.06201
*
```

C5H10O | ωB97M-V/def2-TZVPD

Values from the calculation:
Orbital gap: 8.72 eV
HOMO energy: -0.2807 Eh
SMILES string: COC1(C)CC1

The geometry in ORCA input format:
```
! wB97M-V def2-TZVPD RIJCOSX def2/J DEFGRID3
* xyz 0 1
C 2.20080 0.01726 0.16328
O 1.01180 -0.61149 0.40851
C -0.02944 -0.15147 -0.34599
C -0.65335 1.35920 0.02151
C -0.92880 -1.23164 -0.72000
C -1.48395 -0.68682 0.51227
H 3.08579 -0.49700 0.52478
H 2.28844 0.18106 -0.91438
H 2.16693 1.01120 0.61782
H -1.44336 1.63902 -0.67946
H -0.93048 1.78839 1.00119
H 0.24551 1.89154 -0.28092
H -1.51920 -1.08522 -1.60782
H -0.41952 -2.18405 -0.62935
H -1.14261 -1.15013 1.42750
H -2.48954 -0.27862 0.51955
*
```

C9H22N2O2S3 | ωB97M-V/def2-TZVPD

Values from the calculation:
Orbital gap: 8.26 eV
HOMO energy: -0.2884 Eh

The geometry in ORCA input format:
```
! wB97M-V def2-TZVPD RIJCOSX def2/J DEFGRID3
* xyz 0 1
C -2.86727 0.88233 1.35150
C -1.85015 1.59153 2.29756
C -0.46194 1.54435 1.76520
C 0.88305 2.66304 -0.12428
C 0.79978 1.51400 -1.13471
C 3.01312 -0.86881 -0.50339
C 2.63909 -2.13224 -1.33050
C 1.13014 -2.42130 -1.53498
C 0.24023 -2.79206 -0.40138
H -3.98738 1.36654 -0.26301
H -2.58908 0.59159 -0.67332
H -2.68934 -0.16111 1.31352
H -3.82905 1.20147 1.85166
H -2.08455 2.61195 2.36137
H -1.94330 1.08821 3.24501
H 0.37088 1.62398 2.53484
H -0.15496 0.58379 1.25363
H -1.08620 2.71139 0.21909
H 1.83481 2.32783 0.32075
H 0.95964 3.57802 -0.61095
H 0.68236 0.48966 -0.66769
H -0.12303 1.53883 -1.91589
H 2.30352 -0.69794 0.28395
H 3.86797 -0.93358 0.22608
H 2.95587 -1.89695 -2.38162
H 3.14772 -3.00343 -0.93598
H 0.62193 -1.43079 -1.81793
H 1.06610 -3.13539 -2.33009
H 0.49416 -3.85496 -0.12128
H 0.44299 -2.20865 0.51616
H -1.59229 -2.07158 1.23649
N -2.92016 1.44531 -0.10216
N -0.20230 2.66019 0.74230
O -1.89324 -2.78612 0.74135
O -1.61254 -1.07930 -1.21532
S 2.23665 1.34043 -2.27600
S 3.69737 0.64633 -1.11208
S -1.50059 -2.52656 -0.80788
*
```

HI5Si2 | ωB97M-V/def2-TZVPD

Values from the calculation:
Orbital gap: 7.41 eV
HOMO energy: -0.3314 Eh

The geometry in ORCA input format:
```
! wB97M-V def2-TZVPD RIJCOSX def2/J DEFGRID3
* xyz 0 1
Si -0.03444 -1.74250 -2.84242
Si 5.46233 0.10963 0.25183
I 1.86108 -2.18993 -1.00968
I 5.44987 -2.29572 0.90679
I 5.08336 0.29803 -2.12602
I 4.04724 1.61243 1.63093
I 7.72939 0.87054 0.68848
H -0.17700 -3.21258 -3.22352
*
```

Relative energy (zero: lowest compared OMol25 entry of this formula, charge and spin) for the records above, in order: 120.7, 6.3, 186.3, 105.0, 36.2, 43.9 kcal/mol
F_max for the records above, in order: 0.96, 0.18, 9.61, 5.23, 4.38, 1.60 eV/A